[1]
DFT (ωB97M-V with the def2-TZVPD basis set) results for 2 unconnected molecules or ions with the total composition C5H6Cl2NO3.

The value obtained for the HOMO energy is -4.99 eV. The total energy comes out at -1395.0627 Eh. As for the energy above the lowest of the compared OMol25 structures with the same formula, charge and spin: 51.4 kJ/mol. The orbital gap is 8.304 eV. Its charge is -1.

Each line ends with the Löwdin charge.
CARTESIAN COORDINATES (ANGSTROEM)
1 C 0.1947 0.3388 -2.2910  -0.80
2 H 0.3181 1.9717 0.4244  0.06
3 H -1.2731 -2.7329 -1.0473  0.05
4 N 0.9800 -0.5102 1.0237  0.16
5 O -0.1279 0.5721 -3.4469  -0.01
6 C 0.3816 0.3219 1.7457  -0.58
7 C -0.6167 -2.0368 -1.5504  -0.65
8 H 0.7045 2.3910 2.1119  0.08
9 O -0.0636 -0.0863 2.9655  0.01
10 H -0.9593 1.9764 1.6714  0.07
11 C 0.0891 1.7655 1.4664  -0.03
12 H 0.1441 -1.0288 3.0339  0.10
13 Cl 0.6843 -2.7924 -2.3789  0.60
14 C -0.7432 -0.7218 -1.5560  -0.69
15 O 1.1006 0.7734 -1.5778  -0.05
16 Cl -2.0786 -0.0532 -0.7068  0.68
17 H 1.2655 -0.1484 0.1122  0.02



[2]
DFT (ωB97M-V with the def2-TZVPD basis set) results for C3H4N2O in the gas phase.

The value obtained for the HOMO energy is -8.87 eV. The structure (SMILES) is [H]/N=N/C(O)=C=C. The total energy comes out at -301.3320 Eh. As for the energy above the lowest of the compared OMol25 structures with the same formula, charge and spin: 407.7 kJ/mol. The orbital gap is 9.038 eV. Its charge is 0.

Each line ends with the Löwdin charge.
CARTESIAN COORDINATES (ANGSTROEM)
1 H 2.5778 -0.8765 -0.1887  0.10
2 H -1.6297 1.5827 -0.7697  0.07
3 H -1.1346 -2.2468 -0.2576  0.07
4 C 0.9750 0.0651 0.0278  -0.42
5 N 0.3811 -1.2381 -0.1418  0.01
6 N -0.8560 -1.2753 -0.0937  0.07
7 C -1.1084 1.4034 0.1700  0.01
8 O 2.3277 0.0396 0.0004  0.04
9 C 0.1593 1.0797 0.1660  -0.03
10 H -1.6922 1.4662 1.0873  0.07



[3]
DFT (ωB97M-V with the def2-TZVPD basis set) results for C23H29N3O6S in the gas phase.

The value obtained for the HOMO energy is -8.84 eV. The structure (SMILES) is CCOc1ccccc1N(CC(=O)NC[C@H]1CCCO1)C(=O)CNS(=O)(=O)c1ccccc1. The total energy comes out at -1907.7544 Eh. As for the energy above the lowest of the compared OMol25 structures with the same formula, charge and spin: 113.6 kJ/mol. The orbital gap is 9.438 eV. Its charge is 0.

Each line ends with the Löwdin charge.
CARTESIAN COORDINATES (ANGSTROEM)
1 O -0.8274 -3.1988 2.4084  -0.30
2 C 3.9816 -1.2973 0.7897  0.00
3 C 2.6846 -1.1374 0.3156  -0.20
4 H -1.5178 -4.0298 -0.7741  0.11
5 N 1.0988 -1.2992 -1.5268  0.01
6 H 0.8889 -2.0471 3.1636  0.05
7 H -0.7399 2.1444 1.0522  0.11
8 H 2.6524 -2.0879 3.1405  0.07
9 H 4.2398 -1.0057 1.7948  0.11
10 O 1.6352 -0.6270 1.0059  -0.05
11 H -1.4249 4.6728 0.9707  0.11
12 H -4.0528 -3.0387 -0.2630  0.12
13 C -2.3320 -0.8001 1.5856  -0.06
14 C -1.6168 3.1972 -0.6360  -0.33
15 C -1.6933 4.6261 -0.0824  -0.12
16 H -4.7521 1.1512 0.2660  0.11
17 H -0.7927 4.9266 -3.1434  0.12
18 N -0.9131 -3.9380 0.0292  -0.10
19 H -2.7042 5.0136 -0.2063  0.11
20 C 0.9369 -0.1317 -2.3772  -0.02
21 H 3.1566 -2.3111 -2.8340  0.12
22 S -1.7880 -3.4863 1.3783  0.67
23 H -1.4786 -0.7856 2.2449  0.11
24 H 0.2414 5.5503 -0.4782  0.11
25 H -1.1082 6.3536 -1.2806  0.10
26 C -0.5221 4.4537 -2.1975  -0.18
27 C 2.4045 -1.5182 -1.0082  -0.16
28 H -2.5503 2.6356 -0.5299  0.13
29 H 1.7828 -0.0734 -3.0647  0.14
30 C 0.0139 -1.9466 -1.0669  -0.41
31 H 0.4445 3.0042 0.0301  0.13
32 C -2.6973 -1.9919 0.9967  -0.28
33 C -4.5214 -0.9400 -0.1194  -0.06
34 C 3.3987 -2.0346 -1.8188  -0.01
35 O 1.7478 2.0108 -1.6206  0.06
36 O -2.7432 -4.5298 1.5983  -0.28
37 C -0.7093 5.3862 -0.9826  -0.14
38 H -2.8309 1.2728 1.8001  0.10
39 H 5.4575 -2.6001 -1.9638  0.10
40 H 0.0022 -0.2434 -2.9326  0.14
41 H 0.5112 4.0931 -2.2648  0.11
42 C 0.2865 -3.1905 -0.2333  -0.12
43 H 0.6814 -2.9073 0.7442  0.11
44 C -3.0833 0.3353 1.3268  -0.08
45 H 2.6951 0.3533 2.4903  0.12
46 C 4.6847 -2.1935 -1.3311  -0.08
47 O -1.1289 -1.6105 -1.3470  0.06
48 C -3.7874 -2.0808 0.1550  -0.06
49 C 0.8871 1.1574 -1.5502  -0.46
50 C -4.1697 0.2645 0.4698  -0.07
51 H -5.3705 -0.9896 -0.7838  0.11
52 H 5.9682 -1.9307 0.3572  0.11
53 C 1.7878 -1.4508 3.3109  -0.05
54 H 0.9233 0.3804 2.5637  0.12
55 C -0.4677 2.4035 0.0263  -0.11
56 N -0.1703 1.2117 -0.7225  0.10
57 O -1.4032 3.3567 -2.0179  -0.09
58 C 1.7909 -0.2547 2.3647  -0.22
59 H -0.8847 0.4994 -0.7909  0.12
60 H 1.8112 -1.0979 4.3383  0.08
61 C 4.9672 -1.8194 -0.0310  -0.07
62 H 1.0192 -3.8290 -0.7384  0.14



[4]
DFT (ωB97M-V with the def2-TZVPD basis set) results for C4H7NO2 in the gas phase.

The value obtained for the HOMO energy is -9.61 eV. The structure (SMILES) is C/N=C1\COCO1. The total energy comes out at -361.7983 Eh. As for the energy above the lowest of the compared OMol25 structures with the same formula, charge and spin: 216.8 kJ/mol. The orbital gap is 10.445 eV. Its charge is 0.

Each line ends with the Löwdin charge.
CARTESIAN COORDINATES (ANGSTROEM)
1 C -2.0891 -0.7703 0.0649  -0.16
2 N 1.4335 -0.8291 -0.1689  0.06
3 O -0.7813 -1.4368 0.3588  0.01
4 H 2.4771 1.0880 -0.2241  0.08
5 H -2.5182 -0.5458 1.0445  0.13
6 H 1.7350 0.5699 -1.7316  0.07
7 O -1.7945 0.3618 -0.6632  -0.08
8 C 2.2448 0.2059 -0.8323  -0.13
9 H -0.1571 1.5360 -0.8235  0.13
10 H -2.8309 -1.3169 -0.5410  0.14
11 C -0.5537 0.7754 -0.1541  -0.11
12 C 0.2112 -0.5517 -0.0010  -0.35
13 H 3.2043 -0.1989 -1.1706  0.07
14 H -0.6772 1.1681 0.8698  0.14



[5]
DFT (ωB97M-V with the def2-TZVPD basis set) results for C6H14NO in the gas phase.

The value obtained for the HOMO energy (spin up / spin down) is -8.83 / -8.78 eV. The expectation value of S² is 0.755. The total energy comes out at -366.9011 Eh. As for the energy above the lowest of the compared OMol25 structures with the same formula, charge and spin: 75.7 kJ/mol. The orbital gap (spin up / spin down) is 9.808 / 7.200 eV. Its spin multiplicity is 2. Its charge is 0.

Each line ends with the Löwdin charge.
CARTESIAN COORDINATES (ANGSTROEM)
1 H 1.3243 -1.6366 -0.4919  0.07
2 H -2.6742 -0.1339 0.4630  0.08
3 C -0.5158 0.3912 -0.0045  -0.38
4 C 0.0949 -0.6696 0.9712  -0.39
5 H -0.5761 1.3581 0.5151  0.14
6 N 0.2709 0.4619 -1.2281  -0.01
7 H 0.4475 0.3288 2.8312  0.07
8 H -1.9279 -1.0242 -0.8513  0.07
9 H -0.0223 -0.2748 -1.8481  0.11
10 H -2.3255 0.6264 -1.1061  0.08
11 H 1.8020 -0.5862 2.3740  0.07
12 H 1.6923 1.8227 -1.7156  0.14
13 C 0.5960 1.7600 -1.8093  -0.38
14 H 1.2393 -2.3989 1.0234  0.06
15 H -0.1923 -2.5403 -0.0916  0.07
16 C -1.9466 -0.0650 -0.3499  -0.06
17 H 0.1599 2.4684 -1.0807  0.15
18 H -0.7881 -0.9270 1.5586  0.12
19 C 1.0075 0.0409 1.9660  -0.08
20 O 0.1319 2.0257 -3.0172  0.05
21 C 0.6215 -1.9304 0.2832  -0.06
22 H 1.5806 0.9028 1.6088  0.08



[6]
DFT (ωB97M-V with the def2-TZVPD basis set) results for C5H6N2S in the gas phase.

The value obtained for the HOMO energy is -8.59 eV. The structure (SMILES) is CN/C=C\C(=S)C#N. The total energy comes out at -701.7625 Eh. As for the energy above the lowest of the compared OMol25 structures with the same formula, charge and spin: 200.8 kJ/mol. The orbital gap is 7.668 eV. Its charge is 0.

Each line ends with the Löwdin charge.
CARTESIAN COORDINATES (ANGSTROEM)
1 N 0.2030 0.5070 -0.9329  -0.08
2 H -1.0698 1.6531 0.1193  0.13
3 C 0.4328 1.4870 -1.9318  -0.09
4 C 0.1986 -1.3763 1.2702  -0.80
5 C -0.6057 0.6682 0.0911  -0.11
6 H 0.2859 0.8963 -2.9448  0.13
7 H -1.5412 -0.1967 1.8963  0.13
8 N -0.2540 -2.8137 3.3706  0.17
9 H -0.2254 2.3902 -1.8392  0.10
10 C -0.0712 -2.1003 2.4652  -0.31
11 S 1.2805 -2.1031 0.2619  0.73
12 H 0.6106 -0.5265 -0.9814  0.05
13 C -0.7099 -0.3027 1.1215  -0.13
14 H 1.4658 1.8176 -1.9659  0.08